{
  "formula": "C17H22IrN8S2Se",
  "method": "ωB97M-V with the def2-TZVPD basis set",
  "symbols": ["Ir", "C", "N", "C", "C", "N", "N", "C", "N", "N", "H", "H", "H", "H", "H", "H", "H", "H", "H", "H", "H", "S", "C", "C", "C", "C", "N", "C", "C", "C", "S", "C", "N", "H", "H", "C", "C", "C", "C", "H", "H", "H", "H", "H", "H", "H", "H", "H", "Se", "C", "N"],
  "positions_angstrom": [[-0.0625, -0.4862, -0.7360], [-0.3205, -3.3182, 2.9418], [1.0275, -3.3174, 2.4082], [1.7592, -4.5457, 2.6760], [1.2059, -2.7085, 1.1616], [0.2608, -2.4411, 0.3312], [2.5121, -2.3657, 0.9166], [2.9758, -1.7872, -0.2738], [4.2634, -1.2515, -0.1508], [2.2591, -1.8151, -1.3123], [-0.2681, -3.5222, 4.0117], [-0.9604, -4.0833, 2.4799], [-0.7766, -2.3390, 2.8037], [1.8733, -4.6772, 3.7528], [2.7468, -4.5087, 2.2234], [1.2313, -5.4210, 2.2736], [-0.6230, -2.8415, 0.6162], [3.0628, -2.2392, 1.7488], [4.4855, -0.8981, 0.7694], [4.4186, -0.5343, -0.8468], [2.7287, -1.3757, -2.0985], [2.0056, 0.9714, -1.5082], [1.2966, 2.5064, -1.8361], [2.0429, 3.6758, -2.0125], [1.4201, 4.8865, -2.2542], [2.2307, 6.0586, -2.4648], [2.8841, 6.9861, -2.6529], [0.0158, 4.9572, -2.3064], [-0.7306, 3.8006, -2.1466], [-0.1064, 2.5737, -1.9381], [-1.0748, 1.1239, -1.8308], [-0.6609, 6.2087, -2.5145], [-1.2080, 7.2083, -2.6742], [3.1218, 3.6310, -1.9562], [-1.8110, 3.8540, -2.1840], [-3.3247, 0.6557, 0.7626], [-3.2952, -0.3786, -0.3547], [-4.4801, -1.3366, -0.2073], [-1.9955, -1.1970, -0.3690], [-4.2318, 1.2638, 0.7088], [-2.4650, 1.3216, 0.7090], [-3.3014, 0.1612, 1.7395], [-3.4164, 0.1450, -1.3061], [-4.4362, -1.8588, 0.7538], [-4.4831, -2.0888, -0.9991], [-5.4319, -0.7987, -0.2510], [-2.1149, -1.9962, -1.1246], [-1.9618, -1.6754, 0.6215], [0.2742, 0.3498, 1.4726], [0.6032, 2.1708, 1.2550], [0.8353, 3.2967, 1.1718]],
  "charge": -1,
  "energy_ha": -4401.281414,
  "largest_force_ev_per_a": 1.34,
  "e_above_lowest_ev": 0.000,
  "lumo_energy_ev": 2.07
}